The following is a DFT calculation (wB97M-V/def2-TZVPD) of 9 unconnected molecules or ions with the total composition CH20O9 at a distorted geometry.

Each line ends with the Mulliken charge.
Atoms and positions in Å:
1 O -5.635 15.633 32.081  -0.40
2 H -6.395 15.247 31.675  0.44
3 H -4.808 15.505 31.619  0.42
4 H -5.563 15.177 33.063  0.50
5 C -3.567 14.551 30.025  -0.73
6 O -3.472 15.843 30.651  -1.29
7 H -3.834 14.705 28.931  0.23
8 H -4.383 13.928 30.429  0.31
9 H -2.740 13.806 30.125  0.38
10 O -2.763 12.512 32.785  -0.64
11 H -2.379 13.343 32.776  0.38
12 H -2.283 11.946 33.350  0.28
13 O -5.232 16.952 29.241  -0.76
14 H -5.188 17.934 29.524  0.30
15 H -4.356 16.548 29.625  0.47
16 O -1.903 15.072 32.649  -0.76
17 H -2.418 15.496 33.341  0.36
18 H -2.555 15.378 31.987  0.48
19 O -1.318 16.365 29.121  -0.72
20 H -2.232 16.114 29.667  0.40
21 H -0.678 15.697 29.289  0.29
22 O -3.154 13.844 26.782  -0.67
23 H -2.581 14.221 27.528  0.37
24 H -3.225 14.648 26.256  0.33
25 O -4.504 11.959 28.444  -0.62
26 H -5.393 11.950 28.292  0.28
27 H -4.308 12.371 27.631  0.25
28 O -4.028 10.742 30.957  -0.69
29 H -3.584 11.451 31.568  0.41
30 H -4.222 11.180 30.129  0.40

Atoms 1-6, force components in eV/Å:
O -1.6939 -0.7828 6.4501
H -1.0578 -0.5237 -1.2293
H 3.6632 0.4232 -2.7377
H -0.1255 1.5397 -3.3167
C -0.9540 -0.5814 -1.0925
O -0.2057 -2.0989 0.7814

Computed properties:
**Energy**: -727.103520 a.u.
**Highest occupied orbital energy**: -9.8 eV
**Kohn-Sham gap**: 8.20 eV
**Energy above the lowest of the compared OMol25 structures with the same formula, charge and spin**: 424.0 kJ/mol

***

The following is a DFT calculation (wB97M-V/def2-TZVPD) of a single C18H24I3N3O8 molecule.

Each line ends with the Mulliken charge.
Atoms and positions in Å:
1 C 2.187 2.501 2.781  -1.32
2 C 2.333 2.946 1.352  0.90
3 O 3.045 3.877 1.028  -0.75
4 N 1.583 2.291 0.413  1.21
5 C 0.906 1.081 0.643  -0.93
6 C 1.602 -0.125 0.761  0.48
7 C 0.929 -1.335 0.829  1.27
8 C -0.458 -1.349 0.783  -0.10
9 C -1.185 -0.164 0.768  1.87
10 C -0.488 1.038 0.738  -1.53
11 I -1.541 2.859 0.933  0.07
12 C -2.681 -0.169 0.931  -0.48
13 O -3.202 0.287 1.932  -0.65
14 N -3.357 -0.740 -0.076  0.17
15 H -2.904 -0.941 -0.954  0.31
16 C -4.792 -0.896 -0.050  -1.24
17 H -5.036 -1.858 -0.505  0.39
18 H -5.120 -0.889 0.991  0.48
19 C -5.519 0.215 -0.820  0.42
20 O -5.061 0.158 -2.158  -0.58
21 H -5.528 0.820 -2.678  0.33
22 C -5.262 1.612 -0.211  -0.68
23 O -5.562 1.683 1.149  -0.60
24 H -4.845 1.266 1.658  0.47
25 H -5.912 2.337 -0.711  0.45
26 H -4.220 1.897 -0.416  0.16
27 H -6.596 -0.003 -0.767  0.32
28 I -1.427 -3.229 0.796  -0.02
29 C 1.700 -2.614 1.055  -1.30
30 O 1.945 -3.010 2.171  -0.62
31 N 2.070 -3.230 -0.082  0.19
32 H 1.819 -2.837 -0.976  0.32
33 C 2.805 -4.478 -0.066  -0.63
34 H 3.408 -4.496 0.843  0.33
35 H 3.452 -4.510 -0.944  0.36
36 C 1.866 -5.696 -0.063  -0.44
37 O 1.069 -5.767 -1.220  -0.53
38 H 0.351 -5.129 -1.149  0.30
39 H 2.471 -6.604 -0.055  0.37
40 H 1.248 -5.674 0.842  0.24
41 I 3.705 -0.144 0.897  0.10
42 C 1.412 2.891 -0.906  -1.12
43 H 0.383 2.714 -1.222  0.51
44 H 1.571 3.966 -0.799  0.51
45 C 2.333 2.357 -2.032  0.07
46 O 2.454 0.955 -1.976  -0.56
47 H 3.364 0.775 -1.695  0.35
48 C 3.728 3.008 -2.046  -0.83
49 O 4.512 2.591 -0.963  -0.51
50 H 4.249 3.112 -0.185  0.38
51 H 4.249 2.677 -2.950  0.38
52 H 3.624 4.098 -2.079  0.38
53 H 1.834 2.611 -2.978  0.36
54 H 3.170 2.272 3.188  0.30
55 H 1.528 1.647 2.902  0.30
56 H 1.791 3.344 3.347  0.38

Atoms 1-6, force components in eV/Å:
C 0.1034 0.0666 0.1047
C -0.3839 -0.4640 0.1585
O 0.3294 0.4510 0.0331
N 0.0548 0.2607 -0.1500
C -0.1932 -0.4437 0.1825
C 0.2494 -0.0331 0.0043

Computed properties:
**Energy**: -2359.618515 a.u.
**Structure (SMILES)**: CC(=O)N(C[C@H](O)CO)c1c(I)c(C(=O)NCCO)c(I)c(C(=O)NC[C@H](O)CO)c1I
**Highest occupied orbital energy**: -9.3 eV
**Kohn-Sham gap**: 8.90 eV
**Energy above the lowest of the compared OMol25 structures with the same formula, charge and spin**: 0.0 kJ/mol